Record 1
Below is a cluster of 2 separate species, C4H11NO2 in total in a non-equilibrium geometry, with properties calculated with ωB97M-V with the def2-TZVPD basis set.

XYZ file:
```
18
Properties=species:S:1:pos:R:3:nbo_charge:R:1
C 1.173 1.258 0.925 -0.624
C 1.366 0.610 -0.446 -0.317
C 1.911 -0.858 -0.680 -0.585
C 0.106 0.621 -1.316 0.680
N -1.117 0.451 -0.736 -0.833
O 0.203 0.684 -2.525 -0.630
H 1.617 2.250 0.942 0.225
H 0.133 1.518 1.128 0.206
H 1.539 0.630 1.734 0.212
H 2.085 1.188 -1.031 0.227
H 1.067 -1.536 -0.758 0.208
H 2.512 -1.140 0.185 0.205
H 2.495 -0.817 -1.589 0.228
H -1.139 0.226 0.249 0.387
H -1.882 0.151 -1.315 0.408
O -3.779 -1.684 1.467 -0.949
H -4.563 -2.227 1.397 0.476
H -3.728 -1.325 2.369 0.474
```

Summary:
Relative energy (zero: lowest compared OMol25 entry of this formula, charge and spin): 0.580 eV
SMILES: CC(C)C(N)=O.O
DFT total energy: -9911.6616 eV
Orbital gap: 9.88 eV
HOMO level: -9.29 eV
E_LUMO: 0.02152 hartree

Record 2
Below is the molecule C4H11NO2 in a non-equilibrium geometry, with properties calculated with ωB97M-V with the def2-TZVPD basis set.

XYZ file:
```
18
Properties=species:S:1:pos:R:3:nbo_charge:R:1
N 0.628 -1.308 -0.335 -0.830
C -0.189 -0.217 0.326 -0.059
C -1.524 -0.886 0.832 -0.063
O -1.366 -1.657 2.039 -0.730
C -0.386 1.021 -0.560 -0.460
C 0.907 1.754 -0.625 -0.071
O 1.717 1.294 -1.747 -0.722
H 1.472 -0.874 -0.639 0.362
H 0.956 -1.865 0.587 0.341
H 0.378 0.142 1.256 0.165
H -2.203 -0.115 1.030 0.169
H -1.920 -1.558 -0.040 0.171
H -1.201 -2.610 1.792 0.473
H -0.769 0.797 -1.576 0.233
H -1.162 1.617 -0.074 0.216
H 0.563 2.887 -0.760 0.167
H 1.456 1.654 0.402 0.168
H 2.374 1.964 -1.798 0.469
```

Summary:
Relative energy (zero: lowest compared OMol25 entry of this formula, charge and spin): 2.223 eV
SMILES: N[C@H](CO)CCO
DFT total energy: -9910.0192 eV
Orbital gap: 10.39 eV
HOMO level: -9.52 eV
E_LUMO: 0.03198 hartree

Record 3
Below is the molecule C4H11NO2 in a non-equilibrium geometry, with properties calculated with ωB97M-V with the def2-TZVPD basis set.

XYZ file:
```
18
Properties=species:S:1:pos:R:3:nbo_charge:R:1
C -2.104 -0.076 -1.188 -0.425
N -1.089 -0.720 -0.272 -0.635
C 0.137 0.054 0.111 -0.100
C 1.302 -0.857 -0.247 -0.103
O 2.421 -0.327 -0.883 -0.705
C 0.268 0.568 1.551 -0.052
O 1.284 1.446 1.479 -0.717
H -3.056 -0.628 -1.327 0.213
H -2.447 0.967 -1.058 0.176
H -1.467 0.018 -2.163 0.187
H -1.631 -0.830 0.646 0.346
H 0.157 1.042 -0.536 0.187
H 1.627 -1.590 0.506 0.176
H 0.793 -1.454 -0.981 0.183
H 2.065 0.408 -1.345 0.461
H -0.771 1.163 1.806 0.154
H 0.340 -0.205 2.335 0.171
H 2.169 1.022 1.567 0.485
```

Summary:
Relative energy (zero: lowest compared OMol25 entry of this formula, charge and spin): 3.155 eV
SMILES: CNC(CO)CO
DFT total energy: -9909.0866 eV
Orbital gap: 10.10 eV
HOMO level: -9.20 eV
E_LUMO: 0.03315 hartree

Record 4
Below is a cluster of 2 separate species, C4H11NO2 in total in a non-equilibrium geometry, with properties calculated with ωB97M-V with the def2-TZVPD basis set.

XYZ file:
```
18
Properties=species:S:1:pos:R:3:nbo_charge:R:1
C 0.086 0.199 1.241 -0.607
C 0.450 0.705 -0.143 -0.045
C -0.501 0.261 -1.238 -0.619
N 1.860 0.486 -0.501 -0.623
C 2.480 -0.726 -0.294 0.532
O 2.020 -1.672 0.298 -0.596
H -0.128 -0.858 1.205 0.226
H -0.778 0.765 1.577 0.212
H 0.899 0.391 1.934 0.211
H 0.345 1.796 -0.100 0.186
H -0.171 0.795 -2.138 0.189
H -0.509 -0.803 -1.475 0.213
H -1.509 0.617 -1.060 0.232
H 2.067 0.837 -1.432 0.381
H 3.497 -0.714 -0.711 0.104
O -3.144 -0.463 0.696 -0.935
H -3.765 -0.195 1.383 0.468
H -3.199 -1.423 0.755 0.470
```

Summary:
Relative energy (zero: lowest compared OMol25 entry of this formula, charge and spin): 0.709 eV
SMILES: CC(C)NC=O.O
DFT total energy: -9911.5331 eV
Orbital gap: 10.24 eV
HOMO level: -9.53 eV
E_LUMO: 0.02625 hartree

Record 5
Below is a cluster of 2 separate species, C4H11NO2 in total in a non-equilibrium geometry, with properties calculated with ωB97M-V with the def2-TZVPD basis set.

XYZ file:
```
18
Properties=species:S:1:pos:R:3:nbo_charge:R:1
C 0.001 1.276 2.737 -0.614
C 0.023 0.596 1.391 -0.402
C 0.014 1.528 0.199 -0.505
C -0.176 0.795 -1.100 0.681
N -0.024 1.499 -2.276 -0.834
O -0.451 -0.387 -1.165 -0.606
H -0.162 0.630 3.610 0.219
H -0.880 1.908 2.936 0.201
H 0.883 1.891 2.912 0.201
H 0.972 0.051 1.336 0.202
H -0.699 -0.189 1.299 0.230
H -0.806 2.253 0.259 0.225
H 0.924 2.134 0.221 0.217
H 0.432 2.397 -2.305 0.385
H 0.192 0.844 -3.016 0.400
O 0.256 -5.529 -2.330 -0.932
H -0.271 -5.764 -3.105 0.466
H -0.231 -5.932 -1.602 0.466
```

Summary:
Relative energy (zero: lowest compared OMol25 entry of this formula, charge and spin): 0.410 eV
SMILES: CCCC(N)=O.O
DFT total energy: -9911.8318 eV
Orbital gap: 10.75 eV
HOMO level: -9.80 eV
E_LUMO: 0.03471 hartree

Record 6
Below is a cluster of 2 separate species, C4H11NO2 in total in a non-equilibrium geometry, with properties calculated with ωB97M-V with the def2-TZVPD basis set.

XYZ file:
```
18
Properties=species:S:1:pos:R:3:nbo_charge:R:1
H -1.310 -1.762 0.032 0.370
N -1.110 -1.155 -0.754 -0.778
C -1.348 0.098 -0.535 0.618
C -2.022 0.674 0.675 -0.698
O -1.432 0.906 -1.608 -0.668
H -1.579 1.638 0.908 0.243
H -3.083 0.835 0.464 0.248
H -1.940 0.000 1.533 0.228
H -1.075 0.441 -2.380 0.503
C 1.966 -0.119 1.094 -0.634
C 1.704 0.077 -0.399 -0.035
O 1.482 -1.094 -1.080 -0.768
H 2.171 0.834 1.578 0.202
H 2.814 -0.787 1.238 0.212
H 1.089 -0.570 1.560 0.189
H 2.526 0.622 -0.877 0.172
H 0.732 0.694 -0.467 0.119
H 0.413 -1.332 -0.983 0.477
```

Summary:
Relative energy (zero: lowest compared OMol25 entry of this formula, charge and spin): 1.563 eV
SMILES: [H]/N=C(\C)O.CCO
DFT total energy: -9910.6784 eV
Orbital gap: 9.90 eV
HOMO level: -9.28 eV
E_LUMO: 0.02273 hartree

Record 7
Below is a cluster of 2 separate species, C4H11NO2 in total in a non-equilibrium geometry, with properties calculated with ωB97M-V with the def2-TZVPD basis set.

XYZ file:
```
18
Properties=species:S:1:pos:R:3:nbo_charge:R:1
C 1.931 1.051 0.846 -0.614
C 0.919 0.222 1.610 -0.412
C -0.379 -0.022 0.853 -0.224
N -1.091 1.257 0.658 -0.627
C -2.224 1.505 1.400 0.533
O -2.442 1.003 2.475 -0.599
H 2.931 1.050 1.274 0.215
H 1.673 2.114 0.776 0.207
H 2.052 0.692 -0.183 0.195
H 0.670 0.715 2.560 0.215
H 1.413 -0.691 1.934 0.206
H -1.013 -0.674 1.440 0.224
H -0.226 -0.415 -0.152 0.191
H -1.085 1.654 -0.264 0.386
H -2.885 2.215 0.860 0.104
O -0.065 -4.186 -5.081 -0.930
H -0.795 -3.936 -5.661 0.465
H 0.616 -3.553 -5.345 0.465
```

Summary:
Relative energy (zero: lowest compared OMol25 entry of this formula, charge and spin): 0.703 eV
SMILES: CCCNC=O.O
DFT total energy: -9911.5389 eV
Orbital gap: 10.61 eV
HOMO level: -9.87 eV
E_LUMO: 0.02717 hartree

Record 8
Below is a cluster of 3 separate species, C4H11NO2 in total in a non-equilibrium geometry, with properties calculated with ωB97M-V with the def2-TZVPD basis set.

XYZ file:
```
18
Properties=species:S:1:pos:R:3:nbo_charge:R:1
C 0.434 -1.361 -0.412 -0.412
N -0.174 -1.017 0.912 -0.316
C 0.671 -1.434 2.023 -0.436
C -0.555 0.352 1.037 0.024
C -1.513 0.830 0.063 0.305
O -1.448 1.838 -0.628 -0.451
H 0.123 -0.613 -1.050 0.236
H -0.050 -2.417 -0.714 0.215
H 1.490 -1.306 -0.283 0.248
H 0.910 -2.560 1.964 0.234
H 1.842 -1.178 1.837 0.218
H 0.411 -1.040 2.920 0.215
H 0.231 1.038 1.405 0.250
H 2.312 0.638 -0.130 -0.368
H -2.292 0.104 -0.146 0.126
H 1.408 1.817 -2.236 0.463
H 1.717 0.646 -1.490 0.434
O 1.310 0.871 -2.462 -0.985
```

Summary:
Relative energy (zero: lowest compared OMol25 entry of this formula, charge and spin): 8.366 eV
DFT total energy: -9903.8758 eV
Orbital gap: 5.17 eV
HOMO level: -8.12 eV
E_LUMO: -0.10827 hartree

Record 9
Below is a cluster of 2 separate species, C4H11NO2 in total in a non-equilibrium geometry, with properties calculated with ωB97M-V with the def2-TZVPD basis set.

XYZ file:
```
18
Properties=species:S:1:pos:R:3:nbo_charge:R:1
C 0.715 -1.398 0.570 -0.620
C 0.642 0.011 1.160 -0.052
C -0.820 0.518 1.515 -0.613
N 1.172 1.104 0.343 -0.638
C 0.659 1.407 -0.912 0.522
O -0.454 1.065 -1.415 -0.637
H 0.206 -1.308 -0.456 0.222
H 0.282 -2.060 1.295 0.223
H 1.799 -1.584 0.415 0.210
H 1.102 -0.053 2.193 0.202
H -0.765 1.538 1.216 0.218
H -1.714 -0.133 1.000 0.229
H -0.811 0.427 2.690 0.200
H 1.966 1.666 0.707 0.413
H 1.354 2.064 -1.419 0.123
O -2.161 -1.075 -2.954 -0.951
H -1.561 -0.731 -2.287 0.486
H -1.612 -1.458 -3.661 0.465
```

Summary:
Relative energy (zero: lowest compared OMol25 entry of this formula, charge and spin): 1.746 eV
SMILES: CC(C)NC=O.O
DFT total energy: -9910.4960 eV
Orbital gap: 10.53 eV
HOMO level: -9.92 eV
E_LUMO: 0.02241 hartree

Record 10
Below is a cluster of 2 separate species, C4H11NO2 in total in a non-equilibrium geometry, with properties calculated with ωB97M-V with the def2-TZVPD basis set.

XYZ file:
```
18
Properties=species:S:1:pos:R:3:nbo_charge:R:1
N 1.125 -2.664 1.311 -0.859
C 1.212 -1.635 0.244 -0.213
C -0.092 -0.834 0.170 -0.405
C -0.160 0.350 1.154 -0.517
C -1.434 0.202 1.928 0.441
O -2.423 0.857 1.717 -0.523
H 1.528 -3.549 1.048 0.365
H 1.579 -2.337 2.150 0.355
H 1.384 -2.138 -0.693 0.195
H 2.021 -0.965 0.521 0.173
H -0.262 -0.547 -0.876 0.216
H -0.891 -1.544 0.376 0.219
H -0.030 1.322 0.673 0.232
H 0.734 0.277 1.794 0.208
H -1.490 -0.646 2.637 0.113
O -0.535 4.547 -4.748 -0.933
H -1.069 4.710 -3.955 0.467
H -1.195 4.594 -5.452 0.466
```

Summary:
Relative energy (zero: lowest compared OMol25 entry of this formula, charge and spin): 1.609 eV
SMILES: NCCCC=O.O
DFT total energy: -9910.6331 eV
Orbital gap: 10.40 eV
HOMO level: -9.50 eV
E_LUMO: 0.03281 hartree

Record 11
Below is the ion C4H11NO2 with charge +1 in a non-equilibrium geometry, with properties calculated with ωB97M-V with the def2-TZVPD basis set.

XYZ file:
```
18
Properties=species:S:1:pos:R:3:nbo_charge:R:1
C -0.381 1.004 1.598 -0.573
C 0.639 0.393 0.476 -0.101
C 0.638 -1.121 0.755 -0.112
O 1.119 -1.528 2.076 -0.701
N 0.161 0.926 -0.914 -0.198
C -0.932 0.076 -1.410 0.015
O -1.038 0.263 -2.824 -0.620
H 0.143 1.059 2.555 0.262
H -1.129 0.247 1.595 0.234
H -0.662 2.058 1.367 0.235
H 1.594 0.819 0.808 0.287
H -0.368 -1.539 0.824 0.197
H 1.255 -1.646 0.060 0.229
H 0.838 -1.032 2.851 0.484
H -0.265 1.763 -0.495 0.423
H -1.914 0.291 -0.991 0.253
H -0.686 -0.999 -1.245 0.207
H -0.130 0.507 -3.053 0.480
```

Summary:
Relative energy (zero: lowest compared OMol25 entry of this formula, charge and spin): 3.100 eV
DFT total energy: -9899.8956 eV
Net charge: +1
2S+1: 2
Orbital gap (spin up / spin down): 11.79 / 5.39 eV
HOMO level (spin up / spin down): -14.99 / -14.95 eV
E_LUMO (spin up / spin down): -0.11765 / -0.35135 hartree

Record 12
Below is a cluster of 2 separate species, C4H11NO2 in total in a non-equilibrium geometry, with properties calculated with ωB97M-V with the def2-TZVPD basis set.

XYZ file:
```
18
Properties=species:S:1:pos:R:3:nbo_charge:R:1
C -0.721 0.034 1.867 -0.502
C 0.630 0.746 1.857 -0.658
C -1.108 -0.482 0.471 0.648
N -0.698 0.348 -0.632 -0.173
C -1.508 0.593 -1.782 -0.487
O -1.666 -1.494 0.227 -0.384
H -1.526 0.637 2.281 0.265
H -0.662 -0.907 2.411 0.271
H 1.040 0.687 2.867 0.269
H 1.351 0.080 1.364 0.220
H 0.697 1.774 1.522 0.226
H 0.108 0.978 -0.578 0.436
H -2.507 0.938 -1.485 0.296
H -1.718 -0.380 -2.264 0.310
H -0.977 1.208 -2.499 0.260
H 2.857 -0.913 -1.497 0.460
H 3.639 -2.072 -2.233 0.492
O 2.770 -1.776 -1.899 -0.952
```

Summary:
Relative energy (zero: lowest compared OMol25 entry of this formula, charge and spin): 0.791 eV
DFT total energy: -9902.2051 eV
Net charge: +1
2S+1: 2
Orbital gap (spin up / spin down): 10.87 / 5.89 eV
HOMO level (spin up / spin down): -14.57 / -14.57 eV
E_LUMO (spin up / spin down): -0.13598 / -0.31889 hartree

Record 13
Below is a cluster of 2 separate species, C4H11NO2S in total in a non-equilibrium geometry, with properties calculated with ωB97M-V with the def2-TZVPD basis set.

XYZ file:
```
19
Properties=species:S:1:pos:R:3:nbo_charge:R:1
C 0.346 0.931 1.044 -0.220
N -1.046 1.335 1.297 -0.701
C -1.622 0.886 2.631 0.140
O -1.389 1.712 3.660 -0.975
C 0.514 0.275 -0.367 -0.428
C 1.565 -0.822 -0.433 -0.504
S 1.595 -1.912 -1.915 -0.761
H 0.612 0.186 1.796 0.174
H 0.974 1.815 1.057 0.152
H -1.037 2.350 1.401 0.341
H -1.209 -0.148 2.754 0.059
H -2.716 0.799 2.398 0.054
H 0.667 0.987 -1.176 0.185
H -0.467 -0.198 -0.470 0.190
H 1.421 -1.504 0.396 0.174
H 2.569 -0.426 -0.216 0.160
H -1.236 -0.179 -2.461 0.471
H -0.104 -0.867 -3.236 0.504
O -0.906 -0.318 -3.351 -1.015
```

Summary:
Relative energy (zero: lowest compared OMol25 entry of this formula, charge and spin): 0.453 eV
DFT total energy: -20745.0724 eV
Net charge: -2
Orbital gap: 6.16 eV
HOMO level: -0.20 eV
E_LUMO: 0.21871 hartree

Record 14
Below is a cluster of 2 separate species, C4H11NO2S in total in a non-equilibrium geometry, with properties calculated with ωB97M-V with the def2-TZVPD basis set.

XYZ file:
```
19
Properties=species:S:1:pos:R:3:nbo_charge:R:1
C 3.091 -1.266 -1.124 -0.720
C 1.676 -1.050 -0.696 0.791
O 0.975 -0.186 -1.212 -0.644
O 1.227 -1.851 0.282 -0.723
H 3.362 -0.547 -1.906 0.237
H 3.748 -1.147 -0.273 0.235
H 3.206 -2.300 -1.494 0.237
H 0.208 -1.725 0.282 0.516
N -1.512 -1.548 0.337 -0.846
C -1.760 -0.021 0.029 -0.230
C -0.974 0.813 0.994 -0.529
S -1.254 2.581 0.581 -0.052
H -2.125 -2.001 -0.374 0.372
H -1.964 -1.796 1.183 0.362
H -1.467 0.218 -1.001 0.234
H -2.861 0.131 0.121 0.179
H 0.087 0.578 0.803 0.243
H -1.234 0.535 2.022 0.204
H -0.127 3.037 1.206 0.135
```

Summary:
Relative energy (zero: lowest compared OMol25 entry of this formula, charge and spin): 0.216 eV
SMILES: CC(=O)O.NCCS
DFT total energy: -20747.0871 eV
Orbital gap: 9.86 eV
HOMO level: -9.06 eV
E_LUMO: 0.02938 hartree